50
Properties=species:S:1:pos:R:3:forces:R:3:lowdin_charge:R:1 method="wB97M-V/def2-TZVPD" homo_lumo_gap_ev=9.453 total_charge=0 e_homo_ev=-9.4 lumo_energy_ev=0.047
O -3.256 1.668 -0.935 0.7 0.3 -0.8 -0.203
S -3.220 1.841 0.463 0.0 -0.2 0.3 0.608
O -4.185 2.673 1.068 -0.9 -0.1 0.6 -0.207
O -1.798 2.436 1.037 0.0 -0.9 -0.7 -0.210
C -1.537 1.572 2.163 0.0 0.6 0.9 -0.654
S 0.004 2.014 3.004 0.7 0.5 -0.7 0.855
C -1.740 0.214 1.585 -0.9 -1.4 -0.3 -0.316
C -1.708 -1.008 2.471 -0.1 0.1 0.2 -0.176
C -0.301 -1.450 2.881 0.2 0.1 -0.5 -0.445
S 0.395 -2.747 1.811 -0.1 -0.5 0.0 1.030
C 1.184 -1.817 0.569 -0.4 0.3 1.1 -0.712
N 1.252 -2.041 -0.681 -0.2 -0.6 -0.8 0.062
N 1.992 -1.000 -1.210 0.2 -0.2 -1.4 0.057
C 2.290 -0.221 -0.263 -0.2 -0.2 1.0 -0.174
O 1.816 -0.685 0.930 0.4 0.7 0.3 0.011
O -3.135 0.358 1.094 0.2 1.3 0.3 -0.160
H -2.336 1.831 2.859 -0.1 -0.6 0.3 0.122
H -0.077 1.241 4.098 -0.5 -0.1 -0.2 -0.106
H -1.225 -0.003 0.650 0.9 0.4 0.2 0.166
H -2.337 -0.859 3.348 0.0 0.2 0.1 0.131
H -2.159 -1.814 1.901 -0.2 -0.1 0.0 0.114
H 0.414 -0.636 2.866 0.0 0.1 0.1 0.024
H -0.296 -1.859 3.883 0.0 -0.2 0.1 0.082
H 2.835 0.698 -0.276 0.1 0.2 0.0 0.132
C -2.694 4.335 -3.408 0.0 0.2 -0.3 -0.018
C -2.627 5.410 -2.353 -0.1 -0.4 -0.3 -0.328
C -3.650 5.284 -1.252 0.1 0.0 0.2 -0.092
O -3.808 6.647 -0.833 0.0 0.0 -0.1 0.068
C -3.514 7.435 -1.898 0.0 0.0 0.0 -0.562
O -3.715 8.603 -1.949 0.0 0.1 0.0 0.166
O -2.960 6.700 -2.897 0.0 0.1 0.3 0.083
H -2.022 4.570 -4.233 0.1 0.0 0.1 0.087
H -2.414 3.369 -2.990 0.0 0.0 0.1 0.078
H -3.700 4.261 -3.823 0.0 0.0 0.1 0.093
H -1.614 5.473 -1.943 0.0 0.1 0.1 0.160
H -3.313 4.664 -0.428 -0.1 0.2 0.1 0.112
H -4.616 4.917 -1.606 0.1 -0.1 -0.1 0.147
C 4.920 -5.198 -2.022 -0.2 0.3 0.0 -0.021
C 4.929 -5.387 -0.526 0.0 0.0 -0.5 -0.333
C 4.220 -6.626 -0.034 0.1 -0.2 0.1 -0.093
O 3.809 -6.234 1.283 0.0 0.1 -0.1 0.066
C 3.668 -4.885 1.276 0.0 0.1 -0.1 -0.561
O 3.164 -4.251 2.144 0.0 0.0 0.1 0.128
O 4.173 -4.356 0.134 0.1 -0.1 0.2 0.078
H 5.324 -4.221 -2.285 0.1 0.0 0.0 0.089
H 5.519 -5.967 -2.510 0.0 0.0 0.0 0.091
H 3.903 -5.240 -2.413 0.0 -0.1 0.0 0.092
H 5.953 -5.343 -0.145 0.0 0.0 0.1 0.159
H 4.865 -7.500 0.010 0.0 0.0 0.2 0.139
H 3.328 -6.864 -0.618 0.0 0.1 -0.1 0.140